{"formula": "C8H9BrNO5P", "method": "the ωB97M-V functional and the def2-TZVPD basis", "elements": ["O", "C", "O", "C", "C", "C", "N", "P", "O", "Br", "C", "C", "H", "H", "H", "H", "H", "H", "C", "C", "O", "O", "H", "H", "H"], "positions_angstrom": [[-2.492551, 3.249533, 4.052010], [-2.566766, 3.292624, 2.864837], [-3.513023, 3.967828, 2.212496], [-1.590576, 2.551202, 2.026799], [-1.070309, 3.057481, 0.847164], [-0.135125, 2.312112, 0.162152], [0.286214, 1.119789, 0.600368], [1.585965, 0.051481, -0.214981], [2.081512, 0.989884, -1.432630], [0.377814, -1.425690, -1.248979], [-0.238848, 0.608624, 1.721588], [-1.176295, 1.301046, 2.454334], [-3.733257, 4.741266, 2.750213], [-1.394625, 4.014823, 0.476409], [0.267931, 2.695426, -0.761290], [2.109149, 1.929020, -1.209589], [0.091859, -0.352940, 2.082315], [-1.599225, 0.897904, 3.358981], [1.610210, -5.207880, -3.551712], [2.100994, -4.713441, -2.171137], [2.781081, -3.656114, -2.167130], [1.761029, -5.414354, -1.196194], [1.941844, -4.545398, -4.352305], [1.996219, -6.210236, -3.742644], [0.518779, -5.253994, -3.561076]], "atomic_forces_ev_per_a": [[0.3, 0.1, 0.8], [-0.3, -0.1, 0.4], [0.6, 0.5, -0.9], [0.0, -0.4, -0.7], [0.0, -0.1, 0.1], [-0.1, 0.4, -0.1], [-0.8, 0.3, -0.3], [1.1, -1.3, 0.0], [-0.8, 0.4, 0.2], [0.1, 0.3, 0.1], [-0.2, 0.1, 0.6], [0.0, 0.1, 0.0], [-0.5, -0.2, 0.2], [0.0, 0.1, -0.2], [0.1, -0.2, -0.2], [0.5, 0.0, -0.2], [0.3, -0.2, -0.3], [0.1, -0.2, 0.1], [0.1, 0.1, -0.1], [-0.1, -0.1, -0.1], [-0.1, 0.3, 0.1], [-0.1, 0.1, 0.1], [0.0, 0.0, 0.0], [-0.1, 0.0, 0.0], [0.0, -0.1, 0.0]], "mulliken_charge": [-0.47, 0.16, -0.45, 0.81, -0.77, 0.08, 0.15, 0.29, -0.44, 0.05, -0.28, -0.64, 0.37, 0.44, 0.44, 0.34, 0.43, 0.45, -0.78, 0.51, -0.71, -0.71, 0.26, 0.25, 0.21], "total_charge": 0, "homo_energy_ev": -6.02, "multiplicity": 1}